Entry 1:
45
Properties=species:S:1:pos:R:3:mulliken_charge:R:1 method="wB97M-V/def2-TZVPD" largest_force_ev_per_a=3.26 lumo_energy_ev="-7.91 / -8.05" orbital_gap_ev="6.0 / 5.9" charge=+2
C -1.53 -5.38 0.59 1.062
C -2.50 -4.86 1.57 -1.090
C -1.89 -5.44 -0.83 -1.103
C -0.13 -5.59 0.99 -1.098
Cl -0.82 -2.10 -0.24 -0.519
H -2.28 -6.43 -1.12 0.394
H -1.01 -5.24 -1.46 0.347
H -2.69 -4.71 -1.05 0.342
H -3.07 -5.66 2.06 0.386
H -3.23 -4.20 1.07 0.318
H -1.97 -4.31 2.37 0.348
H 0.07 -6.63 1.31 0.384
H 0.12 -4.95 1.86 0.340
H 0.55 -5.38 0.15 0.324
C -1.29 3.12 -1.27 -0.291
C -1.28 2.15 -2.31 -0.571
C -1.94 0.99 -1.85 -0.293
H -0.90 2.32 -3.32 0.589
C -2.37 1.23 -0.49 -0.914
C -1.93 2.56 -0.13 -0.318
H -2.13 3.06 0.81 0.413
H -0.92 4.14 -1.35 0.573
H -2.12 0.08 -2.41 0.467
H -2.98 0.56 0.11 0.561
C 3.18 1.41 -0.59 -0.509
C 2.65 2.26 -1.60 -0.475
C 1.87 1.47 -2.49 -0.415
H 2.87 3.32 -1.72 0.649
C 1.89 0.13 -2.03 -0.447
C 2.72 0.08 -0.85 -0.857
H 2.98 -0.82 -0.30 0.546
H 3.88 1.70 0.19 0.560
H 1.39 1.84 -3.39 0.573
H 1.40 -0.72 -2.51 0.585
Pb 0.09 0.14 0.34 1.185
C 1.67 3.85 3.33 -1.111
S 1.69 3.14 1.71 0.562
C 1.18 4.49 0.68 -0.820
O 0.48 2.21 1.80 -0.770
H 0.72 4.39 3.46 0.351
H 2.54 4.51 3.42 0.424
H 1.74 3.02 4.05 0.365
H 1.85 5.33 0.92 0.516
H 1.31 4.21 -0.37 0.045
H 0.14 4.73 0.90 0.392

---

Entry 2:
48
Properties=species:S:1:pos:R:3:mulliken_spin:R:1 method="wB97M-V/def2-TZVPD" relative_energy_kcal_mol=24.61 largest_force_ev_per_a=1.04 lumo_energy_ev="-13.69 / -13.59" orbital_gap_ev="5.9 / 6.0" s2=3.76 charge=+4 multiplicity=4
Mo 0.79 -0.01 0.56 2.895
O 1.22 -1.23 1.91 0.052
S 1.94 -2.55 2.55 -0.001
C 3.68 -2.28 2.12 -0.010
C 3.99 -1.69 0.74 0.026
C 4.27 -0.18 0.79 -0.005
C 4.55 0.39 -0.60 -0.001
S 3.24 1.39 -1.36 -0.005
O 1.90 0.71 -0.77 0.025
C 3.38 2.96 -0.63 -0.026
C 3.06 3.26 0.70 0.006
C 3.30 4.53 1.16 0.012
C 3.87 5.49 0.31 0.003
C 4.18 5.18 -1.00 0.000
C 3.92 3.91 -1.50 -0.002
C 1.40 -3.93 1.65 -0.014
C 1.30 -4.01 0.26 0.017
C 0.94 -5.22 -0.30 0.010
C 0.72 -6.33 0.51 0.003
C 0.82 -6.24 1.89 0.000
C 1.15 -5.03 2.48 0.000
H 4.08 -3.29 2.24 -0.001
H 4.07 -1.67 2.93 0.000
H 3.21 -1.92 0.02 -0.009
H 4.88 -2.19 0.37 -0.001
H 5.15 0.00 1.42 0.000
H 3.46 0.36 1.29 0.005
H 4.76 -0.39 -1.33 0.001
H 5.39 1.09 -0.61 0.000
H 2.63 2.51 1.36 0.028
H 3.05 4.80 2.18 0.000
H 4.06 6.49 0.69 0.000
H 4.62 5.93 -1.65 0.000
H 4.14 3.67 -2.53 -0.001
H 1.49 -3.15 -0.38 0.000
H 0.85 -5.31 -1.37 0.000
H 0.46 -7.28 0.06 0.000
H 0.64 -7.11 2.51 0.000
H 1.21 -4.94 3.56 -0.001
Br -1.57 0.30 -0.37 -0.018
C -2.78 0.62 -2.90 0.004
Br -1.71 1.11 -4.19 0.003
H -3.33 1.39 -2.36 0.001
H -3.03 -0.43 -2.79 0.000
Cl -3.26 -2.26 2.18 0.000
Ge -3.51 -0.24 2.47 0.001
Cl -5.36 0.60 2.42 0.000
Cl -1.94 0.84 3.28 0.003